P:
Entry from the OMol25 dataset: a gas-phase ion, C10H15N2O3 (charge +1) (the ωB97M-V functional and the def2-TZVPD basis).

Summary:
LUMO energy (spin up / spin down)	-5.0 / -4.8	eV
HOMO-LUMO gap (spin up / spin down)	5.62 / 5.84	eV
HOMO level (spin up / spin down)	-10.6584 / -10.6771	eV
charge	+1

Geometry (Å):
C: -0.77496 1.45409 0.19467
C: 1.49612 -2.67154 0.31158
C: -0.95403 0.12336 0.36077
C: -0.09325 -0.85455 -0.14841
C: 2.02805 0.27842 0.13277
C: 0.41555 2.20844 -0.42974
C: 1.86222 1.68013 0.07384
C: 3.03636 -0.68412 0.40801
C: -4.09981 0.61175 -0.18200
C: -2.25740 -0.49445 0.97649
N: 0.32014 -2.05540 0.34592
N: 2.67396 -2.07991 0.09545
O: 4.31751 -0.44641 0.08371
O: -2.17580 -1.80778 1.53149
O: -3.31501 -0.52002 0.04158
H: -1.58979 2.05919 0.60464
H: 1.43245 -3.73047 0.48324
H: 0.39933 2.06417 -1.51120
H: 0.31995 3.20553 -0.18611
H: 1.66015 1.91647 1.14672
H: 2.70371 2.29688 -0.07892
H: 3.05504 -0.73942 1.55980
H: -4.78864 0.95298 0.71865
H: -4.80406 0.51835 -1.06114
H: -3.44370 1.44806 -0.14890
H: -2.50229 0.16904 1.79656
H: -0.45767 -2.49942 0.81295
H: 3.51309 -2.59403 0.13344
H: 4.60921 0.00028 -0.72409
H: -2.69855 -2.43600 1.05354

---

Q:
Entry from the OMol25 dataset: a gas-phase ion, C10H15N2O3 (charge +1) (the ωB97M-V functional and the def2-TZVPD basis).

Summary:
LUMO energy (spin up / spin down)	-3.2 / -3.2	eV
HOMO-LUMO gap (spin up / spin down)	8.31 / 8.32	eV
HOMO level (spin up / spin down)	-11.4830 / -11.4834	eV
charge	+1

Geometry (Å):
C: 2.48994 2.28976 -2.25803
N: 2.62710 0.94385 -1.55159
C: 1.43685 0.39960 -0.89103
N: 0.91323 -0.51462 -1.59408
O: -0.05782 -1.36317 -1.49400
C: -0.86658 -1.60011 -0.23199
C: -1.84041 -0.45249 -0.04246
C: -1.56594 0.38885 0.93651
O: -2.38496 1.47550 1.24468
C: -3.35509 2.00735 0.36506
C: -0.42316 0.32527 1.85336
C: 0.29148 -0.84903 1.89563
C: -0.08759 -1.88998 0.97995
C: 0.20724 -3.22918 1.21538
O: 0.89249 -3.73443 2.24035
H: 2.61195 2.99930 -1.45718
H: 3.24766 2.51773 -3.02604
H: 1.56810 2.36713 -2.85906
H: 2.85566 0.05687 -2.02037
H: 3.45702 0.93517 -0.94332
H: 1.05561 0.74642 0.07585
H: -1.23994 -2.55436 -0.64565
H: -2.71394 -0.39091 -0.61091
H: -2.97382 2.16815 -0.65475
H: -3.72405 2.88941 0.89080
H: -4.20445 1.24211 0.19317
H: -0.48560 1.17797 2.50785
H: 0.96891 -1.21509 2.63808
H: -0.14087 -4.04717 0.60731
H: 1.44097 -3.08990 2.63648

---

Which one is most stable, and which one is least stable? Q is the most stable of them, while P is the least stable.

---

P:
Entry from the OMol25 dataset: 2 unconnected molecules or ions with the total composition C3H10NS (the ωB97M-V functional and the def2-TZVPD basis).

Summary:
LUMO energy	3.8	eV
HOMO-LUMO gap	5.91	eV
HOMO level	-2.1301	eV
charge	-1

Geometry (Å):
C: -3.35200 1.71069 -0.39623
S: -1.59982 2.49423 -0.14255
H: -4.06855 2.52152 -0.74055
H: -3.84807 1.09453 0.38017
H: -3.14913 1.22715 -1.27987
C: 1.76172 -1.85549 -0.70950
N: 1.71544 -1.32404 0.72330
C: 1.58234 0.16735 0.94058
H: 0.69375 -1.85700 -1.26672
H: 2.16729 -2.80879 -0.57528
H: 2.38018 -1.09360 -1.14973
H: 0.93686 -1.81926 1.06485
H: 0.69235 0.34924 1.59983
H: 2.48015 0.39657 1.49902
H: 1.60749 0.79689 0.05267

---

Q:
Entry from the OMol25 dataset: 2 unconnected molecules or ions with the total composition C3H10NS (the ωB97M-V functional and the def2-TZVPD basis).

Summary:
LUMO energy	4.0	eV
HOMO-LUMO gap	6.27	eV
HOMO level	-2.3025	eV
charge	-1

Geometry (Å):
C: -2.73851 -1.76575 -0.81763
S: -2.55948 0.03010 -0.65023
H: -2.73834 -2.32284 0.12912
H: -3.71218 -1.99890 -1.26295
H: -1.94109 -2.19947 -1.41918
C: 1.63056 0.98296 1.50944
C: 1.64786 1.10155 0.00962
N: 0.89024 0.00011 -0.57980
H: 2.15962 1.82541 1.96632
H: 0.60383 0.96500 1.89408
H: 2.04334 0.01266 1.78377
H: 1.23095 2.06567 -0.28652
H: 2.68276 1.06059 -0.34498
H: -0.10080 0.14179 -0.34126
H: 0.90123 0.10110 -1.58980

---

R:
Entry from the OMol25 dataset: 2 unconnected molecules or ions with the total composition C3H10NS (the ωB97M-V functional and the def2-TZVPD basis).

Summary:
LUMO energy	4.1	eV
HOMO-LUMO gap	6.46	eV
HOMO level	-2.3776	eV
charge	-1

Geometry (Å):
C: -0.53610 -0.59978 -2.57637
S: -1.62874 -1.37019 -1.28853
H: -0.69215 0.47036 -2.48974
H: 0.53184 -0.86732 -2.58414
H: -0.90657 -1.01294 -3.51717
C: 0.07327 1.39286 0.97802
C: 0.71352 0.20702 1.71503
N: 0.02922 -1.06423 1.42227
H: -0.93605 1.45558 1.39589
H: 0.69971 2.28159 1.01994
H: -0.04303 1.21329 -0.09449
H: 1.78698 0.27046 1.44153
H: 0.67854 0.34030 2.80165
H: -0.46638 -0.91967 0.50100
H: 0.69593 -1.79732 1.27511

---

S:
Entry from the OMol25 dataset: 2 unconnected molecules or ions with the total composition C3H10NS (the ωB97M-V functional and the def2-TZVPD basis).

Summary:
LUMO energy	4.1	eV
HOMO-LUMO gap	6.33	eV
HOMO level	-2.2041	eV
charge	-1

Geometry (Å):
C: 0.07779 1.19036 1.82555
N: -0.87609 1.83463 0.93316
C: -0.62243 1.46100 -0.45781
H: -0.10384 0.11657 1.81064
H: 1.12720 1.32788 1.51744
H: -0.04028 1.58603 2.83883
H: -0.90739 2.83256 1.06580
H: 0.27714 1.96715 -0.84901
H: -1.47122 1.68221 -1.10925
H: -0.40112 0.37610 -0.51193
C: 0.59338 -2.94134 -1.49842
S: 0.62699 -1.80734 -0.11238
H: -0.30801 -3.56299 -1.43978
H: 0.57593 -2.43779 -2.47443
H: 1.45194 -3.62501 -1.53843

---

Which one is most stable, and which one is least stable? Q is the most stable of them, while P is the least stable.

---

P:
Entry from the OMol25 dataset: a molecular structure, C27H29BBrF8NO4PPt (the ωB97M-V functional and the def2-TZVPD basis).

Summary:
LUMO energy	-11.4	eV
HOMO-LUMO gap	6.26	eV
HOMO level	-17.6413	eV
charge	+3

Geometry (Å):
Pt: -0.71177 1.11913 -0.49869
C: -2.12428 3.70402 1.07049
O: -1.37038 3.27640 -0.08057
C: -1.77328 3.91462 -1.30202
C: -0.87755 3.37063 -2.37276
O: -1.09287 1.92244 -2.46715
C: -0.45470 1.42340 -3.67842
H: -1.80354 4.70771 1.34828
H: -1.90916 3.01443 1.88185
H: -3.19239 3.70891 0.84191
H: -1.65731 4.99859 -1.22511
H: -2.82500 3.68995 -1.51041
H: 0.17576 3.55816 -2.16475
H: -1.13386 3.80688 -3.33874
H: -0.84318 2.01090 -4.50871
H: -0.74291 0.38801 -3.80454
H: 0.62720 1.53578 -3.60295
F: -5.73337 -3.62233 0.32124
C: -4.58902 -3.08171 0.01099
C: -3.52247 -3.87104 -0.40862
F: -3.66380 -5.16743 -0.50546
C: -2.29974 -3.28324 -0.72146
F: -1.31274 -4.07196 -1.11140
C: -2.10945 -1.90539 -0.64585
P: -0.45396 -1.23423 -0.97062
C: -0.02298 -1.56641 -2.64009
C: 1.31263 -1.40540 -3.04777
C: 1.66643 -1.73966 -4.34267
C: 0.69752 -2.18445 -5.23585
C: -0.63199 -2.31752 -4.84179
C: -1.00532 -1.98820 -3.55352
C: 0.56940 -2.06865 0.21708
C: 1.62368 -2.90192 -0.16355
C: 2.33344 -3.58310 0.81124
C: 1.99544 -3.44412 2.14917
C: 0.94728 -2.60896 2.53100
C: 0.23722 -1.91579 1.57103
C: -3.20015 -1.15574 -0.23334
Br: -3.07417 0.73135 -0.07757
C: -4.42168 -1.70059 0.09922
F: -5.41450 -0.92604 0.49500
H: 2.05438 -0.98830 -2.37690
H: 2.69540 -1.64234 -4.66067
H: 0.97647 -2.41625 -6.25543
H: -1.36942 -2.69330 -5.53780
H: -2.04107 -2.08332 -3.25529
H: 1.85271 -3.07767 -1.20495
H: 3.13687 -4.24595 0.52064
H: 2.53921 -4.00213 2.89984
H: 0.69452 -2.50230 3.57776
H: -0.56506 -1.25450 1.87019
F: 3.18144 2.10535 0.01546
B: 2.51596 1.15536 -0.67882
F: 1.09218 1.81840 -0.98272
F: 2.97257 0.83899 -1.90617
F: 2.16132 0.06513 0.10111
O: 0.86898 2.87329 1.53938
C: 0.69323 1.74001 1.88125
O: -0.27608 0.93754 1.42153
C: 1.56569 1.04726 2.91999
N: 2.71391 1.98232 3.21449
C: 2.70156 2.29173 4.69580
C: 1.97034 1.10492 5.30152
C: 0.88215 0.78966 4.27070
H: 1.95292 0.14252 2.45025
H: 2.58636 2.82408 2.63232
H: 3.59889 1.56105 2.93004
H: 2.15422 3.22304 4.82970
H: 3.72182 2.42571 5.04508
H: 1.55887 1.35100 6.27742
H: 2.64662 0.25778 5.42540
H: 0.03333 1.46362 4.40467
H: 0.51120 -0.23014 4.34010

---

Q:
Entry from the OMol25 dataset: a molecular structure, C27H29BBrF8NO4PPt (the ωB97M-V functional and the def2-TZVPD basis).

Summary:
LUMO energy	-9.6	eV
HOMO-LUMO gap	7.01	eV
HOMO level	-16.6516	eV
charge	+3

Geometry (Å):
Pt: -0.71602 -0.73423 0.95631
C: 2.50756 1.61143 -2.99797
O: 2.03164 0.95806 -1.84228
C: 2.20974 -0.45066 -1.96269
C: 1.95062 -1.16130 -0.65555
O: 0.57904 -1.57481 -0.44772
C: 0.18681 -2.75104 -1.19637
H: 3.53628 1.30523 -3.21842
H: 1.43449 3.33903 -2.40674
H: 1.89038 1.37159 -3.87073
H: 3.25211 -0.65385 -2.23362
H: 1.57389 -0.84945 -2.76235
H: 2.22756 -0.54897 0.19751
H: 2.54251 -2.07800 -0.63731
H: 1.04369 -3.41798 -1.27507
H: -0.16315 -2.46188 -2.18654
H: -0.59901 -3.25110 -0.63813
F: -6.88399 2.21374 2.03657
C: -5.90754 1.55170 1.47063
C: -6.04642 1.07613 0.17315
F: -7.15973 1.28646 -0.48984
C: -5.00298 0.37306 -0.41318
F: -5.16774 -0.10072 -1.63930
C: -3.81190 0.14797 0.26805
P: -2.46690 -0.79987 -0.42118
C: -2.20045 -0.39029 -2.13083
C: -2.72391 -1.17867 -3.15684
C: -2.53861 -0.79112 -4.47386
C: -1.85151 0.38102 -4.76199
C: -1.33496 1.16254 -3.73609
C: -1.49365 0.77665 -2.41526
C: 2.47154 3.13615 -2.76193
C: 3.31186 3.59278 -1.64836
C: 4.07169 4.71608 -1.74126
C: 4.08329 5.43406 -2.95099
C: 3.33410 5.04509 -4.07543
C: 2.57321 3.92129 -4.00020
C: -3.70735 0.62788 1.56785
Br: -2.15707 0.26867 2.61878
C: -4.72838 1.31828 2.17482
F: -4.60701 1.75919 3.41720
H: -3.28602 -2.07603 -2.93667
H: -2.94679 -1.39388 -5.27342
H: -1.72825 0.69032 -5.79131
H: -0.82555 2.08704 -3.97543
H: -1.08353 1.38038 -1.61327
H: 3.28586 3.00784 -0.73728
H: 4.67525 5.05597 -0.91151
H: 4.70167 6.32242 -3.02175
H: 3.38118 5.62957 -4.98365
H: 1.99753 3.59258 -4.85836
F: -4.04288 -4.43021 0.41468
B: -3.50941 -3.55394 1.21453
F: -2.99911 -2.28283 -0.57406
F: -4.23055 -2.57426 1.72607
F: -2.23266 -3.61476 1.54435
O: -0.08694 -0.32761 4.10408
C: 0.86928 -0.74945 3.46657
O: 0.94833 -0.88148 2.19325
C: 2.10401 -1.22677 4.22871
N: 1.85570 -0.97093 5.69884
C: 1.89321 -2.30295 6.41967
C: 2.78742 -3.14716 5.53032
C: 2.34612 -2.74190 4.12296
H: 2.97708 -0.65424 3.92100
H: 0.93335 -0.51350 5.76248
H: 2.55452 -0.33816 6.08393
H: 0.87256 -2.68077 6.44156
H: 2.24407 -2.15262 7.43664
H: 2.65692 -4.20894 5.72524
H: 3.83856 -2.90407 5.69609
H: 1.41946 -3.25187 3.85315
H: 3.08589 -2.96796 3.35971

---

Which one is most stable, and which one is least stable? Q is the most stable of them, while P is the least stable.

---

P:
Entry from the OMol25 dataset: a gas-phase ion, C2H3O2 (charge +1) (the ωB97M-V functional and the def2-TZVPD basis).

Summary:
LUMO energy	-5.9	eV
HOMO-LUMO gap	12.92	eV
HOMO level	-18.7946	eV
charge	+1

Geometry (Å):
C: -0.07585 -0.49312 -0.16169
C: 0.73411 0.74629 -0.08286
O: 1.83958 0.31797 -0.76093
O: 0.51725 0.16898 -1.30740
H: 0.31248 -1.56559 0.04746
H: -1.18592 -0.18684 -0.17854
H: 0.56130 1.79912 0.08786

---

Q:
Entry from the OMol25 dataset: a gas-phase ion, C2H3O2 (charge +1) (the ωB97M-V functional and the def2-TZVPD basis).

Summary:
LUMO energy	-7.8	eV
HOMO-LUMO gap	10.40	eV
HOMO level	-18.1842	eV
charge	+1

Geometry (Å):
C: -0.34155 -0.58222 -0.02514
C: -0.37374 0.98509 -0.00768
O: -1.74445 0.88464 0.02356
O: -1.86141 -0.55681 -0.01063
H: 0.00420 -1.30240 -0.75059
H: 0.19967 -0.96040 0.85764
H: 0.14021 1.90059 0.12926

---

Which one is most stable, and which one is least stable? Q is the most stable of them, while P is the least stable.

---

P:
Entry from the OMol25 dataset: a molecular structure, C2H3O2 (the ωB97M-V functional and the def2-TZVPD basis).

Summary:
LUMO energy	-7.0	eV
HOMO-LUMO gap	10.00	eV
HOMO level	-17.0320	eV
charge	+1

Geometry (Å):
C: 0.59811 1.30463 0.06341
C: 0.61744 -1.30338 -0.08434
O: 1.74940 -1.27460 0.08764
O: 1.75890 1.30572 -0.06716
H: 0.20971 0.00613 -0.37202
H: -0.28535 1.90156 0.37633
H: -0.13678 -2.13810 -0.09943

---

Q:
Entry from the OMol25 dataset: a gas-phase ion, C2H3O2 (charge +1) (the ωB97M-V functional and the def2-TZVPD basis).

Summary:
LUMO energy	-6.5	eV
HOMO-LUMO gap	11.32	eV
HOMO level	-17.8521	eV
charge	+1

Geometry (Å):
C: -0.85823 -0.05165 0.06291
C: 0.77824 0.08436 0.21592
O: 1.06783 -1.11700 -0.23494
O: 0.15938 -0.21605 -0.95059
H: -1.47930 -0.76009 0.58998
H: -1.15642 1.05639 -0.08572
H: 1.48850 1.00405 0.40245

---

R:
Entry from the OMol25 dataset: a gas-phase ion, C2H3O2 (charge +1) (the ωB97M-V functional and the def2-TZVPD basis).

Summary:
LUMO energy	-5.6	eV
HOMO-LUMO gap	13.28	eV
HOMO level	-18.8817	eV
charge	+1

Geometry (Å):
C: 0.63164 -0.32016 -0.18711
C: -0.32398 0.56157 0.35919
O: -1.40227 0.20503 -0.40425
O: -0.73729 -0.73002 0.41413
H: 0.41914 -0.57247 -1.37215
H: 1.71220 -0.55900 0.13904
H: -0.29944 1.41505 1.05114

---

Which one is most stable, and which one is least stable? P is the most stable of them, while Q is the least stable.

---

P:
Entry from the OMol25 dataset: a molecular structure, C2H5N2 (the ωB97M-V functional and the def2-TZVPD basis).

Summary:
LUMO energy (spin up / spin down)	-5.3 / -8.6	eV
HOMO-LUMO gap (spin up / spin down)	10.74 / 6.43	eV
HOMO level (spin up / spin down)	-16.0709 / -15.0530	eV
charge	+1

Geometry (Å):
C: -0.82011 0.48830 0.63595
C: 0.34490 -0.35153 -0.78131
N: 0.15133 -0.41070 0.63418
N: -0.88213 0.57897 -0.67192
H: -1.55831 0.82751 1.26896
H: 1.23058 0.24961 -0.98821
H: 0.14783 -1.19569 -1.43186
H: 0.81765 -1.39607 2.57212
H: -1.37818 1.28629 -1.13848

---

Q:
Entry from the OMol25 dataset: a gas-phase ion, C2H5N2 (charge +1) (the ωB97M-V functional and the def2-TZVPD basis).

Summary:
LUMO energy (spin up / spin down)	-8.3 / -6.7	eV
HOMO-LUMO gap (spin up / spin down)	6.46 / 9.74	eV
HOMO level (spin up / spin down)	-14.7560 / -16.4327	eV
charge	+1

Geometry (Å):
C: 0.49122 -0.14144 -0.29405
C: -0.56384 0.75447 -0.62635
N: -0.25857 -2.03380 0.92416
N: -0.08820 -1.44185 -0.09931
H: 1.38078 -0.29543 -1.08533
H: 0.96209 0.02980 0.76490
H: -1.33412 0.76919 0.02836
H: -0.59184 1.29394 -1.50433
H: -0.05195 -1.81010 1.88897

---

R:
Entry from the OMol25 dataset: a gas-phase ion, C2H5N2 (charge +1) (the ωB97M-V functional and the def2-TZVPD basis).

Summary:
LUMO energy	-4.8	eV
HOMO-LUMO gap	11.70	eV
HOMO level	-16.4779	eV
charge	+1

Geometry (Å):
N: -1.49444 -0.30812 0.12262
C: -0.21696 -0.11010 0.15114
C: 1.05936 0.62193 0.20576
N: 0.98500 -0.87988 -0.10001
H: -2.16436 0.54362 0.23658
H: -1.84837 -1.27784 0.06764
H: 1.27074 1.15907 -0.63618
H: 1.35217 1.05940 1.11023
H: 1.07404 -1.60005 0.59437

---

Which one is most stable, and which one is least stable? R is the most stable of them, while P is the least stable.